Entry 1
The following is a DFT calculation (ωB97M-V/def2-TZVPD) of the molecule C3H3Cl2NO.

Properties
charge = 0
orbital gap = 10.7 eV
HOMO energy = -10.171 eV
structure (SMILES) = C=C(Cl)C(=O)NCl
lowest unoccupied orbital energy = 0.5 eV

Last columns: bonded neighbours and bond lengths (Å).
Cartesian coordinates (Å):
1 C 1.0759 -1.2511 -0.8044  C2 1.307, H8 1.154, H9 1.025
2 C 0.4393 -0.6306 0.1536  C1 1.307, C3 1.666, Cl6 1.720
3 C -0.1639 0.8750 -0.2258  C2 1.666, N4 1.360, O5 1.167
4 N -1.1465 1.0663 0.6950  C3 1.360, Cl7 1.719, H10 1.058
5 O 0.3957 1.4939 -1.0415  C3 1.167
6 Cl -0.0691 -1.4795 1.5600  C2 1.720
7 Cl -2.1376 2.4551 0.4864  N4 1.719
8 H 1.4537 -2.3417 -0.7884  C1 1.154
9 H 1.3104 -0.6109 -1.5695  C1 1.025
10 H -1.1579 0.4235 1.5347  N4 1.058



Entry 2
The following is a DFT calculation (ωB97M-V/def2-TZVPD) of a cluster of 2 separate species, C3H3Cl2NO in total.

Properties
charge = 0
orbital gap = 9.4 eV
HOMO energy = -8.754 eV
structure (SMILES) = N=C=C(Cl)Cl.C=O
lowest unoccupied orbital energy = 0.6 eV

Last columns: bonded neighbours and bond lengths (Å).
Cartesian coordinates (Å):
1 C -0.8437 -1.4660 -0.7839  C3 1.288, N4 1.202
2 C 1.6547 1.7013 0.9909  O5 1.190, H8 1.208, H9 1.059
3 C -1.3868 -0.3774 -0.3615  C1 1.288, Cl6 1.760, Cl7 1.717
4 N -0.0472 -2.2608 -1.2054  C1 1.202, H10 1.012
5 O 0.9937 0.7891 0.6059  C2 1.190
6 Cl -2.1435 0.7385 -1.4927  C3 1.760
7 Cl -2.0133 -0.3358 1.2363  C3 1.717
8 H 2.8506 1.8116 0.8643  C2 1.208
9 H 1.4102 2.5504 1.5739  C2 1.059
10 H -0.4747 -3.1510 -1.4277  N4 1.012



Relative to the most stable one, in kJ/mol, the structures come out at entry 1 0.0; entry 2 100.4.



Entry 1
The following is a DFT calculation (ωB97M-V/def2-TZVPD) of the molecule C5H9O2P.

Properties
charge = 0
orbital gap (spin up / spin down) = 8.1 / 5.8 eV
HOMO energy (spin up / spin down) = -8.924 / -7.773 eV
lowest unoccupied orbital energy (spin up / spin down) = -0.8 / -2.0 eV

Last columns: bonded neighbours and bond lengths (Å).
Cartesian coordinates (Å):
1 C -2.4318 0.5628 -0.0378  C2 1.429, P8 1.617
2 C -1.4693 1.6179 0.0241  C1 1.429, O7 1.411, H9 1.105, H10 1.086
3 C 0.2371 -0.1206 0.3225  C4 1.595, C5 1.568, O6 1.266, O7 1.510
4 C 1.7515 0.2804 0.6217  C3 1.595, H11 1.076, H12 0.985, H13 1.006
5 C 0.2283 -1.1154 -0.8897  C3 1.568, H14 1.006, H15 1.112, H16 1.035
6 O -0.5113 -0.3702 1.3132  C3 1.266
7 O -0.2123 1.1313 -0.3926  C2 1.411, C3 1.510
8 P -3.7097 -0.4206 0.0771  C1 1.617, H17 1.442
9 H -1.8083 2.3646 -0.7161  C2 1.105
10 H -1.5707 1.8643 1.0774  C2 1.086
11 H 1.7210 1.1914 1.1932  C4 1.076
12 H 2.2534 0.2348 -0.2242  C4 0.985
13 H 2.0660 -0.4825 1.1973  C4 1.006
14 H 0.0177 -2.0009 -0.4612  C5 1.006
15 H 1.0907 -0.9334 -1.5670  C5 1.112
16 H -0.6125 -0.9241 -1.4621  C5 1.035
17 H -3.2843 -0.9710 1.3405  P8 1.442



Entry 2
The following is a DFT calculation (ωB97M-V/def2-TZVPD) of the molecule C5H9O2P.

Properties
charge = 0
orbital gap = 10.6 eV
HOMO energy = -9.790 eV
structure (SMILES) = C=C1CCO[P@]1(C)=O
lowest unoccupied orbital energy = 0.8 eV

Last columns: bonded neighbours and bond lengths (Å).
Cartesian coordinates (Å):
1 C -0.5416 0.5190 0.5529  C2 1.308, C3 1.488, P8 1.900
2 C -0.9259 0.4628 1.8016  C1 1.308, H9 1.066, H10 1.080
3 C 0.2676 1.6541 0.0317  C1 1.488, C4 1.524, H11 1.091, H12 1.036
4 C 1.4258 0.9870 -0.6996  C3 1.524, O7 1.437, H13 1.036, H14 1.034
5 C -0.2655 -2.2202 -0.2425  P8 1.777, H15 1.089, H16 1.114, H17 1.010
6 O -1.8029 -0.3855 -1.8090  P8 1.485
7 O 0.7373 0.1424 -1.6368  C4 1.437, P8 1.695
8 P -0.6105 -0.6304 -0.9585  C1 1.900, C5 1.777, O6 1.485, O7 1.695
9 H -1.5064 -0.4072 2.0097  C2 1.066
10 H -0.6121 1.1511 2.5720  C2 1.080
11 H -0.2656 2.1260 -0.7950  C3 1.091
12 H 0.6305 2.3427 0.7147  C3 1.036
13 H 2.0456 1.6450 -1.2062  C4 1.036
14 H 2.0186 0.3361 -0.1577  C4 1.034
15 H 0.4623 -2.7302 -0.8717  C5 1.089
16 H 0.0279 -2.1915 0.8320  C5 1.114
17 H -1.0851 -2.8013 -0.1375  C5 1.010



Relative to the most stable one, in kJ/mol, the structures come out at entry 1 616.4; entry 2 0.0.



Entry 1
The following is a DFT calculation (ωB97M-V/def2-TZVPD) of a cluster of 2 separate species, CHF2NO2 in total.

Properties
charge = 0
orbital gap = 11.1 eV
HOMO energy = -11.320 eV
lowest unoccupied orbital energy = -0.2 eV

Last columns: bonded neighbours and bond lengths (Å).
Cartesian coordinates (Å):
1 C 1.1777 0.9399 0.4860  N2 1.636, F5 1.324, F6 1.266
2 N 2.1103 -0.3514 0.1137  C1 1.636, O3 1.211, O4 1.192
3 O 2.3908 -1.0075 1.0924  N2 1.211
4 O 2.2598 -0.5242 -1.0565  N2 1.192
5 F -0.0958 0.5942 0.3720  C1 1.324
6 F 1.4803 1.9954 -0.1435  C1 1.266
7 H 1.4289 1.1928 2.0159  no bonds



Entry 2
The following is a DFT calculation (ωB97M-V/def2-TZVPD) of the molecule CHF2NO2.

Properties
charge = 0
orbital gap = 11.6 eV
HOMO energy = -12.025 eV
structure (SMILES) = O=[N+]([O-])C(F)F
lowest unoccupied orbital energy = -0.5 eV

Last columns: bonded neighbours and bond lengths (Å).
Cartesian coordinates (Å):
1 C -0.4981 0.3294 -0.1086  N2 1.519, F5 1.325, F6 1.318, H7 1.321
2 N 0.7563 -0.4813 0.1704  C1 1.519, O3 1.197, O4 1.200
3 O 1.4677 -0.0738 1.0421  N2 1.197
4 O 0.8984 -1.4593 -0.5110  N2 1.200
5 F -0.5641 0.6151 -1.4011  C1 1.325
6 F -0.4860 1.4394 0.6022  C1 1.318
7 H -1.5742 -0.3695 0.2059  C1 1.321



Relative to the most stable one, in kJ/mol, the structures come out at entry 1 139.5; entry 2 0.0.



Entry 1
The following is a DFT calculation (ωB97M-V/def2-TZVPD) of a cluster of 4 separate species, C3H15NO3S in total.

Properties
charge = 0
orbital gap = 8.6 eV
HOMO energy = -8.487 eV
structure (SMILES) = C[C@H](N)CS.O.O.O
lowest unoccupied orbital energy = 0.1 eV

Last columns: bonded neighbours and bond lengths (Å).
Cartesian coordinates (Å):
1 C 0.2123 -0.8343 1.3392  C2 1.485, H6 1.105, H7 1.122, H8 1.147
2 C -1.1014 -0.6460 0.6726  C1 1.485, C3 1.559, N5 1.520, H9 1.137
3 C -1.2685 0.7131 -0.0732  C2 1.559, S4 1.943, H10 1.168, H11 1.127
4 S -2.9628 1.1726 -0.9067  C3 1.943, H12 1.365
5 N -1.0477 -1.5796 -0.5261  C2 1.520, H13 0.930, H14 1.009
6 H -0.0765 -1.0307 2.3873  C1 1.105
7 H 0.8058 -1.6315 0.8193  C1 1.122
8 H 0.9760 0.0214 1.3503  C1 1.147
9 H -2.0018 -1.0043 1.2664  C2 1.137
10 H -0.4515 0.9405 -0.8768  C3 1.168
11 H -1.1272 1.4344 0.7805  C3 1.127
12 H -3.2987 0.1146 -1.7010  S4 1.365
13 H -1.7148 -2.2222 -0.6086  N5 0.930
14 H -0.0835 -1.6171 -0.8225  N5 1.009
15 H 3.5745 -1.5765 -1.3259  O17 0.983
16 H 2.5790 -1.6220 -2.6718  O17 0.964
17 O 2.9125 -2.0512 -1.8759  H15 0.983, H16 0.964
18 H 3.5331 -1.4090 0.8175  O20 0.946
19 H 3.6074 0.2010 0.9805  O20 0.880
20 O 3.1751 -0.5628 1.0431  H18 0.946, H19 0.880
21 H 0.6711 2.7061 1.8665  O23 0.902
22 H 1.8464 2.0180 1.3685  O23 0.996
23 O 1.2679 2.8109 1.1989  H21 0.902, H22 0.996



Entry 2
The following is a DFT calculation (ωB97M-V/def2-TZVPD) of a cluster of 4 separate species, C3H15NO3S in total.

Properties
charge = 0
orbital gap = 10.0 eV
HOMO energy = -9.586 eV
structure (SMILES) = CNCCS.O.O.O
lowest unoccupied orbital energy = 0.4 eV

Last columns: bonded neighbours and bond lengths (Å).
Cartesian coordinates (Å):
1 C 1.0981 -1.2308 -1.3005  N2 1.513, H6 1.088, H7 1.086, H8 1.092
2 N 1.3947 0.2449 -1.1436  C1 1.513, C3 1.443, H9 1.021
3 C 1.3744 0.4279 0.2879  N2 1.443, C4 1.620, H10 1.087, H11 1.153
4 C 0.7717 1.9253 0.4274  C3 1.620, S5 1.909, H12 1.073, H13 1.076
5 S 0.1065 1.8563 2.2158  C4 1.909, H14 1.293
6 H 0.1296 -1.5855 -0.9537  C1 1.088
7 H 1.8218 -1.9635 -0.9561  C1 1.086
8 H 1.2806 -1.3667 -2.3680  C1 1.092
9 H 2.3077 0.5798 -1.4544  N2 1.021
10 H 0.7938 -0.2046 0.9546  C3 1.087
11 H 2.4816 0.2448 0.5521  C3 1.153
12 H 1.5193 2.6591 0.1936  C4 1.073
13 H -0.0395 2.0103 -0.2741  C4 1.076
14 H 0.0070 3.1183 2.4793  S5 1.293
15 H -2.2924 -0.5284 0.4716  O17 0.987
16 H -2.6863 -1.0874 -0.8014  O17 1.001
17 O -2.6484 -1.3917 0.1511  H15 0.987, H16 1.001
18 H -0.7904 -1.9776 1.4045  O20 1.019
19 H -0.7172 -1.0259 2.5356  O20 0.952
20 O -0.8236 -1.9656 2.4232  H18 1.019, H19 0.952
21 H -1.9664 1.2339 -1.6536  O23 0.991
22 H -1.1268 -0.2162 -1.5592  O23 0.986
23 O -1.9958 0.2434 -1.6323  H21 0.991, H22 0.986



Relative to the most stable one, in kJ/mol, the structures come out at entry 1 51.4; entry 2 0.0.